Entry 1:
Entry from the Open Molecules 2025 dataset: 6 unconnected molecules or ions with the total composition C33H69F3N2O9S at a distorted geometry (ωB97M-V/def2-TZVPD).

Lowest unoccupied orbital energy = -0.01 eV
Structure (SMILES) = CC(=O)OCCN1C[C@H](S)[N@H+](CCC(F)=C(F)F)[C@H](C(=O)[O-])C1.CCOCC.CCOCC.CCOCC.CCOCC.CCOCC
Kohn-Sham gap = 8.432 eV
Largest force on an atom = 1.97 eV Å⁻¹

Each line ends with the Mulliken charge.
Positions of all 117 atoms, in Å:
1 C 1.110 4.937 2.948  -0.90
2 C 0.859 6.230 2.228  0.58
3 O 0.969 7.288 2.803  -0.58
4 O 0.557 6.146 0.910  -0.15
5 C -0.566 6.966 0.538  -0.57
6 C -0.821 6.798 -0.997  -0.87
7 N -0.136 5.617 -1.502  0.62
8 C 0.465 5.842 -2.820  -1.75
9 C 1.521 4.758 -3.041  0.69
10 S 1.874 4.574 -4.803  -0.20
11 N 1.179 3.492 -2.306  0.12
12 C 1.855 2.272 -2.804  -1.55
13 C 3.371 2.346 -2.788  -0.73
14 C 3.914 2.662 -1.433  0.26
15 F 3.879 1.729 -0.472  -0.23
16 C 4.377 3.890 -1.141  0.18
17 F 4.087 4.589 -0.067  -0.17
18 F 5.159 4.531 -1.981  -0.24
19 C -0.283 3.229 -2.083  0.56
20 C -0.960 2.485 -3.240  -0.30
21 O -1.828 1.668 -2.863  -0.66
22 O -0.591 2.713 -4.413  -0.70
23 C -1.055 4.486 -1.676  -1.38
24 H 2.147 4.670 2.742  0.23
25 H 0.999 5.075 4.011  0.37
26 H 0.505 4.127 2.554  0.27
27 H -1.419 6.576 1.089  0.38
28 H -0.342 7.993 0.797  0.35
29 H -1.893 6.750 -1.181  0.30
30 H -0.392 7.679 -1.458  0.52
31 H 0.925 6.816 -2.897  0.43
32 H -0.312 5.708 -3.584  0.52
33 H 2.444 5.119 -2.599  0.27
34 H 0.812 5.184 -5.350  0.21
35 H 1.548 3.642 -1.366  0.56
36 H 1.569 1.486 -2.106  0.78
37 H 1.502 1.957 -3.777  0.36
38 H 3.802 3.050 -3.494  0.33
39 H 3.729 1.361 -3.092  0.58
40 H -0.316 2.559 -1.231  0.54
41 H -1.530 4.298 -0.719  0.41
42 H -1.833 4.745 -2.400  0.47
43 C -0.466 -1.589 -4.278  -0.17
44 C 1.007 -1.962 -4.224  -0.55
45 O 1.642 -1.598 -3.009  -0.46
46 C 1.130 -2.203 -1.834  0.18
47 C 1.253 -3.716 -1.820  -1.14
48 H -0.611 -0.535 -4.028  -0.13
49 H -0.864 -1.770 -5.277  0.52
50 H -1.056 -2.178 -3.572  -0.17
51 H 1.542 -1.425 -5.009  0.41
52 H 1.149 -3.030 -4.424  0.33
53 H 0.091 -1.896 -1.666  0.28
54 H 1.715 -1.789 -1.011  0.10
55 H 0.604 -4.180 -2.563  0.17
56 H 0.971 -4.110 -0.843  0.41
57 H 2.279 -4.019 -2.040  0.30
58 C -6.686 1.478 -0.386  -1.02
59 C -6.985 0.348 -1.358  -0.24
60 O -6.585 0.617 -2.684  -0.47
61 C -5.190 0.828 -2.876  -0.44
62 C -4.334 -0.367 -2.507  -0.64
63 H -7.081 2.422 -0.764  0.27
64 H -7.134 1.270 0.587  0.40
65 H -5.612 1.605 -0.237  0.24
66 H -8.064 0.191 -1.401  0.36
67 H -6.545 -0.592 -1.006  0.21
68 H -4.858 1.721 -2.337  0.24
69 H -5.067 1.042 -3.936  0.32
70 H -4.349 -0.553 -1.430  0.24
71 H -3.299 -0.193 -2.799  0.27
72 H -4.698 -1.270 -3.002  0.27
73 C 1.700 -3.399 2.819  -1.14
74 C 1.719 -2.405 1.671  0.30
75 O 1.272 -1.111 2.032  -0.41
76 C 2.032 -0.450 3.026  -0.28
77 C 3.476 -0.195 2.628  -0.91
78 H 0.722 -3.408 3.302  0.33
79 H 1.925 -4.402 2.456  0.47
80 H 2.439 -3.147 3.582  0.07
81 H 1.039 -2.744 0.889  -0.19
82 H 2.716 -2.354 1.217  0.32
83 H 1.981 -0.996 3.975  0.29
84 H 1.533 0.506 3.190  0.35
85 H 4.045 -1.123 2.551  0.29
86 H 3.969 0.434 3.370  0.42
87 H 3.524 0.301 1.657  0.11
88 C -4.132 -4.417 -3.478  -0.91
89 C -2.891 -5.171 -3.028  -0.40
90 O -2.192 -4.540 -1.970  -0.34
91 C -2.909 -4.383 -0.760  -0.02
92 C -3.338 -5.697 -0.129  -1.26
93 H -3.887 -3.375 -3.688  0.09
94 H -4.549 -4.872 -4.377  0.46
95 H -4.908 -4.425 -2.710  0.26
96 H -2.183 -5.222 -3.857  0.36
97 H -3.139 -6.205 -2.764  0.34
98 H -3.770 -3.721 -0.907  0.08
99 H -2.230 -3.865 -0.081  0.33
100 H -4.096 -6.204 -0.728  0.29
101 H -3.762 -5.520 0.860  0.42
102 H -2.487 -6.373 -0.033  0.30
103 C 2.467 -3.261 9.085  -1.07
104 C 2.176 -4.280 7.996  -0.33
105 O 2.733 -3.944 6.739  -0.38
106 C 4.143 -3.846 6.689  -0.17
107 C 4.859 -5.144 7.023  -1.14
108 H 2.192 -2.258 8.755  0.29
109 H 1.906 -3.502 9.989  0.40
110 H 3.526 -3.242 9.348  0.27
111 H 1.099 -4.334 7.836  0.32
112 H 2.498 -5.281 8.304  0.31
113 H 4.495 -3.031 7.332  0.28
114 H 4.382 -3.561 5.664  0.26
115 H 4.730 -5.418 8.072  0.26
116 H 5.928 -5.045 6.836  0.40
117 H 4.468 -5.963 6.418  0.31

---

Entry 2:
Entry from the Open Molecules 2025 dataset: a single C8H14O2 molecule at a distorted geometry (ωB97M-V/def2-TZVPD).

Lowest unoccupied orbital energy = 0.76 eV
Energy relative to the best compared isomer or geometry (same formula, charge and spin) = 127.3 kJ/mol
Structure (SMILES) = C=C(O)C(=C)[C@H](C)[C@H](C)O
Kohn-Sham gap = 9.380 eV
Largest force on an atom = 2.44 eV Å⁻¹

Each line ends with the Mulliken charge.
Positions of all 24 atoms, in Å:
1 C -3.146 -1.185 0.239  -1.30
2 C -2.183 -0.271 0.349  0.73
3 O -2.285 0.788 1.209  -0.45
4 C -0.864 -0.320 -0.461  0.19
5 C -0.842 -0.788 -1.701  -1.22
6 C 0.285 0.302 0.254  0.65
7 C 0.407 1.780 -0.116  -1.58
8 C 1.634 -0.522 -0.079  -0.04
9 C 2.681 -0.264 1.003  -1.48
10 O 2.159 -0.258 -1.358  -0.55
11 H -3.046 -2.029 -0.416  0.30
12 H -4.065 -1.112 0.802  0.25
13 H -3.140 0.757 1.656  0.32
14 H -1.730 -1.161 -2.181  0.36
15 H 0.076 -0.847 -2.259  0.32
16 H 0.133 0.212 1.332  0.47
17 H 1.267 2.236 0.372  0.33
18 H -0.482 2.308 0.220  0.43
19 H 0.490 1.900 -1.194  0.36
20 H 1.381 -1.587 -0.094  0.46
21 H 2.920 0.797 1.067  0.30
22 H 3.596 -0.804 0.766  0.40
23 H 2.319 -0.596 1.972  0.39
24 H 2.434 0.666 -1.383  0.36

---

Entry 3:
Entry from the Open Molecules 2025 dataset: 12 unconnected molecules or ions with the total composition C45H90Cl2O29 at a distorted geometry (ωB97M-V/def2-TZVPD).

Lowest unoccupied orbital energy = 0.48 eV
Energy relative to the best compared isomer or geometry (same formula, charge and spin) = 0.0 kJ/mol
Structure (SMILES) = CCOC(=O)OC.CCOC(=O)OC.CCOC(=O)OC.CCOC(=O)OC.CCOC(=O)OC.CCOC(=O)OC.CCOC(=O)OC.CCOC(C)=O.CCOC(C)=O.CCOC(C)=O.CCOC(C)=O.ClCCl
Kohn-Sham gap = 10.640 eV
Largest force on an atom = 3.14 eV Å⁻¹

Each line ends with the Mulliken charge.
Positions of all 166 atoms, in Å:
1 C 5.263 0.473 2.908  -0.62
2 C 4.333 -0.721 2.790  -0.37
3 O 4.444 -1.354 1.508  0.04
4 C 4.195 -2.667 1.457  0.60
5 O 3.619 -3.256 2.322  -0.60
6 O 4.556 -3.216 0.309  -0.45
7 C 5.123 -2.391 -0.734  -0.14
8 H 5.448 0.756 3.944  0.37
9 H 4.845 1.377 2.463  -0.15
10 H 6.237 0.276 2.458  0.35
11 H 3.288 -0.395 2.776  -0.02
12 H 4.384 -1.382 3.654  0.60
13 H 6.045 -1.929 -0.379  0.29
14 H 4.394 -1.638 -1.017  -0.19
15 H 5.444 -3.133 -1.458  0.33
16 C 2.308 -2.914 7.499  -1.09
17 C 0.818 -2.505 7.577  -0.30
18 O 0.260 -2.447 6.290  -0.37
19 C 0.373 -1.354 5.570  0.36
20 O 0.967 -0.361 5.875  -0.57
21 O -0.282 -1.458 4.410  0.10
22 C -1.285 -2.435 4.200  -0.46
23 H 2.920 -2.318 6.823  0.26
24 H 2.391 -3.958 7.191  0.30
25 H 2.795 -2.847 8.474  0.39
26 H 0.789 -1.555 8.110  0.31
27 H 0.394 -3.234 8.262  0.35
28 H -0.859 -3.435 4.278  0.49
29 H -1.694 -2.316 3.198  -0.25
30 H -2.127 -2.409 4.896  0.43
31 C 8.946 0.833 -4.612  -1.26
32 C 7.480 0.569 -4.211  -0.15
33 O 7.170 1.662 -3.328  -0.30
34 C 7.026 1.395 -2.028  0.87
35 O 7.022 0.290 -1.543  -0.60
36 O 6.918 2.525 -1.364  -0.43
37 C 6.446 2.454 -0.022  -0.02
38 H 9.553 0.652 -3.722  0.30
39 H 9.028 1.868 -4.936  0.29
40 H 9.389 0.195 -5.378  0.39
41 H 7.369 -0.393 -3.721  0.33
42 H 6.812 0.751 -5.049  0.28
43 H 5.482 1.958 0.045  -0.23
44 H 6.354 3.488 0.303  0.25
45 H 7.190 2.002 0.633  0.34
46 C -1.112 -3.766 -9.068  -1.12
47 C -0.059 -3.152 -8.189  -0.25
48 O -0.597 -2.910 -6.910  -0.30
49 C -0.260 -1.816 -6.235  0.69
50 O 0.526 -0.975 -6.609  -0.61
51 O -0.964 -1.766 -5.131  -0.16
52 C -0.768 -0.806 -4.144  -0.46
53 H -1.755 -4.402 -8.459  0.27
54 H -0.725 -4.274 -9.950  0.37
55 H -1.729 -2.974 -9.503  0.29
56 H 0.312 -2.241 -8.667  0.31
57 H 0.833 -3.784 -8.134  0.31
58 H -1.398 -0.978 -3.272  0.03
59 H -0.786 0.237 -4.461  0.33
60 H 0.195 -0.842 -3.612  0.26
61 C 2.922 2.234 4.906  -0.87
62 C 2.619 3.591 4.296  -0.28
63 O 3.421 3.663 3.114  -0.12
64 C 3.282 4.636 2.246  0.82
65 O 3.850 4.668 1.181  -0.64
66 O 2.439 5.577 2.664  -0.38
67 C 1.974 6.607 1.822  -0.72
68 H 3.980 2.250 5.173  0.26
69 H 2.802 1.345 4.281  -0.07
70 H 2.286 1.927 5.737  0.47
71 H 2.965 4.337 5.012  0.42
72 H 1.548 3.732 4.161  0.29
73 H 2.167 6.351 0.779  0.30
74 H 2.529 7.548 1.905  0.32
75 H 0.941 6.862 2.027  0.25
76 C 0.504 -5.448 -0.211  -1.55
77 C -0.411 -4.350 0.306  0.65
78 O -1.735 -4.785 0.509  -0.16
79 C -2.093 -5.366 1.649  0.86
80 O -1.466 -5.470 2.658  -0.59
81 O -3.342 -5.757 1.431  -0.26
82 C -4.132 -6.394 2.412  -0.84
83 H 0.009 -5.988 -1.025  0.36
84 H 0.728 -6.170 0.573  0.37
85 H 1.400 -5.068 -0.699  0.39
86 H -0.423 -3.544 -0.424  -0.22
87 H -0.007 -3.966 1.248  0.14
88 H -3.814 -6.037 3.399  0.35
89 H -3.927 -7.463 2.421  0.32
90 H -5.164 -6.077 2.321  0.26
91 C -5.272 -3.480 3.193  -0.67
92 C -5.798 -2.131 3.541  -0.58
93 O -4.797 -1.164 3.918  -0.42
94 C -3.944 -0.707 3.008  0.70
95 O -3.895 -1.006 1.840  -0.20
96 O -3.234 0.252 3.597  -0.42
97 C -2.404 1.062 2.799  0.18
98 H -4.472 -3.443 2.453  0.14
99 H -6.073 -4.091 2.772  0.34
100 H -4.851 -4.057 4.019  0.31
101 H -6.577 -2.051 4.296  0.40
102 H -6.300 -1.676 2.678  0.29
103 H -2.693 2.117 2.742  0.45
104 H -2.404 0.811 1.741  -0.59
105 H -1.379 1.065 3.169  0.22
106 C -4.722 7.883 -0.580  -1.23
107 C -3.201 7.797 -0.671  -0.20
108 O -2.752 6.551 -0.154  -0.18
109 C -1.450 6.369 0.057  0.26
110 C -1.024 4.904 0.239  -0.07
111 O -0.672 7.267 0.263  -0.63
112 H -5.159 7.938 0.416  0.31
113 H -5.335 7.200 -1.171  0.32
114 H -4.986 8.816 -1.094  0.40
115 H -2.922 7.851 -1.725  0.28
116 H -2.742 8.636 -0.149  0.31
117 H -1.825 4.282 -0.158  0.02
118 H -0.843 4.732 1.297  0.28
119 H -0.127 4.736 -0.351  0.16
120 C 2.659 1.605 0.695  0.01
121 C 1.445 1.947 -0.193  0.26
122 O 0.284 1.208 0.233  0.12
123 C 0.319 -0.089 -0.117  0.60
124 C -1.066 -0.711 -0.053  1.15
125 O 1.238 -0.660 -0.642  -0.56
126 H 2.953 0.563 0.577  0.04
127 H 2.351 1.764 1.728  -0.01
128 H 3.490 2.251 0.417  0.00
129 H 1.260 2.980 0.095  -0.37
130 H 1.640 1.833 -1.254  0.06
131 H -1.064 -1.699 -0.495  -0.67
132 H -1.747 0.022 -0.480  -0.48
133 H -1.364 -0.922 0.976  -0.32
134 C -4.534 -2.580 -6.049  -1.50
135 C -4.538 -1.824 -4.739  0.34
136 O -4.676 -2.716 -3.669  -0.36
137 C -4.260 -2.383 -2.448  0.57
138 C -4.576 -3.474 -1.457  -1.01
139 O -3.727 -1.342 -2.156  -0.24
140 H -4.290 -1.947 -6.905  0.40
141 H -5.487 -3.071 -6.240  0.37
142 H -3.727 -3.317 -6.092  0.32
143 H -3.784 -1.032 -4.697  -0.13
144 H -5.384 -1.117 -4.771  0.30
145 H -4.334 -3.258 -0.421  -0.02
146 H -4.179 -4.451 -1.728  0.37
147 H -5.663 -3.594 -1.529  0.47
148 C -5.347 3.129 0.630  -1.36
149 C -4.828 1.776 0.165  0.54
150 O -4.883 1.641 -1.257  -0.40
151 C -3.910 2.174 -1.994  1.04
152 C -4.032 1.843 -3.460  -1.03
153 O -2.940 2.771 -1.600  -0.53
154 H -4.666 3.908 0.285  0.25
155 H -5.296 3.216 1.720  0.43
156 H -6.395 3.285 0.373  0.33
157 H -3.803 1.796 0.536  -0.30
158 H -5.290 0.944 0.689  0.30
159 H -4.567 0.915 -3.653  0.05
160 H -3.082 1.717 -3.975  0.23
161 H -4.523 2.691 -3.943  0.46
162 Cl 3.603 2.337 -3.316  -0.14
163 C 3.317 0.645 -2.974  1.39
164 Cl 4.404 -0.483 -3.794  -0.20
165 H 3.369 0.430 -1.911  -0.94
166 H 2.349 0.324 -3.347  -0.10

---

Entry 4:
Entry from the Open Molecules 2025 dataset: a molecular structure, C3H6N2OS at a distorted geometry (ωB97M-V/def2-TZVPD).

Lowest unoccupied orbital energy (alpha / beta) = -2.06 / -2.06 eV
Energy relative to the best compared isomer or geometry (same formula, charge and spin) = 413.9 kJ/mol
Kohn-Sham gap (alpha / beta) = 7.837 / 7.842 eV
Largest force on an atom = 3.64 eV Å⁻¹

Each line ends with the Mulliken charge.
Positions of all 13 atoms, in Å:
1 C -2.543 1.183 -2.298  0.37
2 C 0.857 -0.346 0.196  -1.30
3 C -0.549 0.108 -0.171  0.63
4 N -2.152 2.269 -2.275  -0.38
5 N -1.213 -1.032 -0.697  -0.56
6 O -1.213 0.778 0.878  -0.56
7 S -2.984 -0.405 -2.101  -0.05
8 H 0.760 -0.529 1.239  0.34
9 H 1.583 0.391 0.062  0.33
10 H 1.124 -1.254 -0.343  0.36
11 H -0.442 0.811 -1.117  0.17
12 H -1.913 -1.411 0.058  0.31
13 H -2.256 0.645 0.722  0.35

---

What did the fourth record say?
Entry from the Open Molecules 2025 dataset: a molecular structure, C3H6N2OS at a distorted geometry (ωB97M-V/def2-TZVPD).

Lowest unoccupied orbital energy (alpha / beta) = -2.06 / -2.06 eV
Energy relative to the best compared isomer or geometry (same formula, charge and spin) = 413.9 kJ/mol
Kohn-Sham gap (alpha / beta) = 7.837 / 7.842 eV
Largest force on an atom = 3.64 eV Å⁻¹

Each line ends with the Mulliken charge.
Positions of all 13 atoms, in Å:
1 C -2.543 1.183 -2.298  0.37
2 C 0.857 -0.346 0.196  -1.30
3 C -0.549 0.108 -0.171  0.63
4 N -2.152 2.269 -2.275  -0.38
5 N -1.213 -1.032 -0.697  -0.56
6 O -1.213 0.778 0.878  -0.56
7 S -2.984 -0.405 -2.101  -0.05
8 H 0.760 -0.529 1.239  0.34
9 H 1.583 0.391 0.062  0.33
10 H 1.124 -1.254 -0.343  0.36
11 H -0.442 0.811 -1.117  0.17
12 H -1.913 -1.411 0.058  0.31
13 H -2.256 0.645 0.722  0.35

---

Question: Number 4 is which compound?
Answer: C3H6N2OS